Formula: C3H10NPS2
Source: the Open Molecules 2025 dataset
Level of theory: the ωB97M-V functional and the def2-TZVPD basis

CARTESIAN COORDINATES (ANGSTROEM)
1 C -2.21 0.34 -1.01
2 C 1.99 -1.49 -1.54
3 C -1.49 0.87 0.26
4 N 1.54 1.60 2.61
5 P 0.01 -0.16 0.67
6 S -0.73 -1.81 1.32
7 S 1.20 0.13 -1.18
8 H -1.56 0.48 -1.89
9 H -2.20 -0.73 -0.81
10 H -3.09 0.93 -1.30
11 H 2.03 -1.76 -2.52
12 H 1.31 -2.16 -1.00
13 H 3.09 -1.58 -1.15
14 H -2.17 0.64 1.10
15 H -1.35 1.94 0.16
16 H 2.25 0.84 2.65
17 H 1.36 1.93 3.62

## Properties
Maximum force in eV/A: 4.64
LUMO energy in eV: -2.263
HOMO level in eV: -7.783
Energy relative to the best compared isomer or geometry (same formula, charge and spin) in kcal/mol: 107.1
Molecular weight in u: 155.23